1.
Density functional theory data (ωB97M-V/def2-TZVPD) for a cluster of 8 separate species, C15H12BBrCl21F9O7S in total.

Atoms and positions in Å:
Br  -3.409  2.557  5.077
Cl  -2.783  5.168  -1.515
Cl  -0.949  0.841  -3.937
Cl  2.977  -4.312  -2.946
Cl  -2.678  6.353  -4.167
Cl  -3.742  1.596  -4.162
Cl  5.240  -4.172  -1.131
Cl  3.261  -6.281  -0.827
Cl  4.348  3.063  -7.836
Cl  7.082  3.970  -7.441
Cl  3.130  1.928  1.725
Cl  -3.150  -4.101  5.298
Cl  4.994  4.099  1.216
Cl  -1.728  2.958  -5.755
Cl  -2.397  -6.912  5.257
Cl  4.734  0.929  -4.019
Cl  -5.237  5.595  -3.013
Cl  3.076  3.320  -0.821
Cl  -0.647  -4.913  4.079
Cl  6.506  1.128  -7.649
Cl  2.210  0.992  -5.471
Cl  2.340  -0.177  -2.814
S  -2.346  -0.348  1.680
F  1.581  -2.014  -0.746
F  1.278  -1.902  1.405
F  0.066  0.392  2.261
F  -0.638  -0.366  -1.094
F  0.140  -3.958  -0.752
F  -0.512  -3.671  1.269
F  -0.931  1.557  0.708
F  1.169  0.390  -0.136
F  -1.536  -2.665  -0.338
O  -0.469  1.265  4.893
O  -4.391  1.040  2.478
O  -3.160  -0.451  0.515
O  -4.007  -0.053  4.393
O  -5.960  -0.376  3.302
O  -2.076  -1.471  2.532
O  -1.477  -0.763  5.600
C  0.091  -0.407  0.018
C  -2.206  1.428  -5.019
C  -2.917  0.815  4.205
C  4.099  2.760  0.509
C  -3.520  5.214  -3.118
C  -0.697  0.308  1.160
C  0.656  -1.848  0.219
C  -0.350  -3.069  0.102
C  5.910  2.695  -7.107
C  -2.999  1.076  2.705
C  -2.323  -5.372  4.404
C  3.539  -4.606  -1.303
C  2.974  1.064  -3.892
C  -0.323  -1.584  5.333
C  -4.914  0.142  3.390
B  -1.533  0.414  4.936
H  4.810  2.051  0.105
H  -0.679  -2.517  4.898
H  2.968  -3.974  -0.639
H  0.335  -1.116  4.593
H  -2.344  0.701  -5.808
H  -2.562  2.014  2.366
H  -2.820  -5.491  3.450
H  2.747  2.027  -3.453
H  -0.460  1.916  4.182
H  0.263  -1.747  6.241
H  -3.423  4.228  -3.555
H  5.768  2.642  -6.036

Output
LUMO energy: -0.138 eV
orbital gap: 10.79 eV
M: 1342.53 u
E: -14665.37785 a.u.
HOMO level: -10.9 eV



2.
Density functional theory data (ωB97M-V/def2-TZVPD) for a structure of composition C15H12ClN2O4S2V.

Atoms and positions in Å:
V  0.214  0.022  0.369
Cl  -4.060  1.536  -4.302
S  0.723  2.050  1.213
S  1.424  -0.911  2.054
O  0.633  -0.972  -1.315
O  -2.150  -2.560  -3.423
O  -3.913  -1.626  -4.376
O  -1.146  -1.589  -0.006
N  -1.482  1.095  -1.472
N  -2.356  1.811  -2.218
C  -2.965  0.990  -3.096
C  -1.413  5.168  -1.015
C  -2.439  3.225  -1.962
C  -2.799  -1.574  -3.605
C  2.619  2.945  3.040
C  -3.555  3.971  -2.306
C  -2.494  -0.291  -2.920
C  -3.581  5.330  -2.014
C  1.958  1.731  2.450
C  -0.657  -1.044  -1.071
C  2.252  0.473  2.794
C  3.293  0.132  3.838
C  -1.365  3.816  -1.310
C  -1.551  -0.150  -1.875
C  -2.514  5.935  -1.370
H  -4.350  -0.765  -4.401
H  4.263  0.579  3.606
H  -4.457  5.905  -2.283
H  3.273  2.690  3.875
H  -2.546  6.992  -1.137
H  3.431  -0.947  3.895
H  1.870  3.656  3.401
H  3.218  3.472  2.290
H  -0.574  5.610  -0.494
H  3.001  0.479  4.835
H  -4.418  3.520  -2.769
H  -0.504  3.232  -1.020

Output
LUMO energy (alpha / beta): 2.046 / 2.047 eV
net charge: -1
orbital gap (alpha / beta): 5.92 / 5.51 eV
M: 434.80 u
multiplicity: 2
E: -3189.93622 a.u.
relative energy (zero: lowest compared OMol25 entry of this formula, charge and spin): 120.3 kJ/mol
HOMO level (alpha / beta): -3.9 / -3.5 eV



3.
Density functional theory data (ωB97M-V/def2-TZVPD) for the molecule C15H12ClN3O3S2 at a distorted geometry.

Atoms and positions in Å:
Cl  4.704  -1.857  3.821
S  -1.895  0.491  0.657
S  3.673  -0.139  -2.205
O  -1.973  -0.412  1.814
O  -0.664  1.315  0.700
O  1.210  -2.250  -0.934
N  0.201  -0.654  -2.058
N  -4.304  1.356  -0.434
N  -0.083  -2.080  -0.373
C  -0.614  -1.081  -1.024
C  3.127  -0.318  0.492
C  2.438  -1.352  -2.864
C  -1.956  -0.497  -0.842
C  -3.374  1.582  0.525
C  3.353  -0.701  1.806
C  3.920  -0.777  -0.557
C  4.963  -1.696  -0.272
C  -4.789  3.342  1.489
C  1.254  -1.423  -1.987
C  -5.436  2.112  -0.442
C  -5.710  3.069  0.495
C  5.192  -2.083  1.055
C  -3.623  2.579  1.492
C  4.398  -1.572  2.119
H  -2.946  2.726  2.310
H  -4.989  4.105  2.225
H  5.514  -2.166  -1.086
H  -6.639  3.626  0.419
H  2.300  0.353  0.258
H  -2.178  0.167  -1.650
H  5.988  -2.802  1.276
H  -2.689  -1.292  -0.773
H  2.982  -2.328  -2.953
H  2.092  -1.031  -3.861
H  2.714  -0.303  2.584
H  -6.162  1.988  -1.220

Output
LUMO energy: -0.006 eV
orbital gap: 9.15 eV
M: 381.87 u
E: -2225.28398 a.u.
HOMO level: -9.2 eV